Formula: C24H26BrN3O4
Source: OMol25
Level of theory: ωB97M-V/def2-TZVPD

The SMILES is O=C(CN1C(=O)/C(=C\c2ccccc2Br)Oc2ccccc21)NCCCN1CCOCC1. The energy above the lowest of the compared OMol25 structures with the same formula, charge and spin comes out at 25.80 kcal per mole. As for the total charge: 0.

XYZ file:
```
58
Properties=species:S:1:pos:R:3:mulliken_charge:R:1
C -5.2413 -0.7703 0.3212 -0.539
H 4.6283 0.5553 -0.5237 0.299
H 6.2300 2.6483 -2.9760 0.368
C 5.4150 2.1833 -2.4191 -0.496
H 5.3054 2.6981 -1.4518 0.289
H -5.7454 -0.5414 1.2478 0.410
H 4.4470 -0.4885 2.4405 0.414
H 2.6257 -3.3197 -0.2030 0.444
O 5.8045 0.8432 -2.1997 -0.456
H -1.1474 1.5640 2.0479 0.475
C -5.2249 -0.9020 -2.0696 -0.630
H 1.9823 1.4278 -0.7963 -0.987
O 0.3568 -2.1940 -0.2848 -0.435
H 1.6794 3.8434 -2.6408 0.363
C -5.8802 -0.5849 -0.8922 -0.548
C 3.5928 -0.8385 1.8828 -1.004
H 0.3343 1.2139 2.9771 0.550
H 2.3817 0.8036 2.4881 0.365
H -3.4177 -1.6349 -2.9498 0.470
O -1.7887 0.6292 0.0397 -0.859
C 2.5892 -2.4282 0.4019 -0.547
C 0.6161 3.8461 -0.7770 -1.016
C -0.0736 1.3730 1.9785 -1.388
N 0.0970 0.1674 1.1888 0.403
C 2.4052 2.1880 -1.4574 0.976
H 1.3627 4.4199 -0.2223 0.463
C -3.9335 -1.3930 -2.0323 -0.520
H -1.7583 -3.0692 -1.3021 0.511
C -1.9001 -2.1076 -0.8279 -1.081
H 2.7067 -0.3956 -1.7900 0.198
H -0.1544 4.5249 -1.1516 0.339
N 3.0238 1.5116 -2.5856 0.114
C -3.2577 -1.5656 -0.8261 0.772
C -0.8961 -0.1612 0.3142 0.549
C 2.4156 -0.1138 1.9252 -0.824
C 1.2993 -0.5479 1.2164 0.736
H -5.7204 -0.7679 -3.0192 0.385
C 1.4012 -1.7107 0.4443 0.518
H -6.8883 -0.2002 -0.9117 0.380
O 1.6183 3.0852 1.7549 -0.658
H 4.6015 -2.5584 1.0977 0.457
H -0.7949 2.3970 -0.1467 0.266
C 1.2797 3.1080 -1.9426 -0.564
C 4.7914 0.1274 -1.5256 -0.324
H 4.2626 1.8331 -4.2051 0.362
Br -3.1462 -1.5490 2.0502 -0.130
H 3.1163 2.7763 -0.8608 0.163
C -0.8295 -1.5187 -0.2704 0.508
H 0.5390 2.5086 -2.4751 0.268
C 0.6218 2.5633 1.3008 0.673
C 3.6821 -1.9959 1.1273 -0.525
C -3.9485 -1.2578 0.3451 0.344
C 4.1022 2.2626 -3.2114 -0.699
H 3.7998 3.3038 -3.3256 0.305
N 0.0154 2.9249 0.1588 0.011
H 5.1588 -0.8944 -1.4191 0.365
C 3.4819 0.1580 -2.3222 -0.656
H 3.6503 -0.3199 -3.2927 0.372
```

=====

Formula: C20H30N10
Source: OMol25
Level of theory: ωB97M-V/def2-TZVPD

The SMILES is CC#N.CC#N.CC#N.CC#N.CC#N.CC#N.CC#N.CC#N.CC#N.CC#N. The energy above the lowest of the compared OMol25 structures with the same formula, charge and spin comes out at 28.58 kcal per mole. As for the total charge: 0.

XYZ file:
```
60
Properties=species:S:1:pos:R:3:mulliken_charge:R:1
C 3.9505 -4.3801 -0.3446 0.391
N -1.1474 1.3885 -0.6238 -0.362
H -4.4683 3.5035 -3.2103 0.225
C -1.3341 -4.7617 1.8763 -0.883
H -2.4552 -2.2169 -2.1392 0.270
C 2.4261 -0.9592 -2.2840 0.377
C -0.4968 4.5384 -0.0035 -0.293
H 0.7942 -1.0579 -0.0897 0.221
H -4.7907 2.2050 2.0468 0.355
H -2.0242 -5.5598 1.6027 0.315
N 3.8957 1.7863 2.6772 -0.516
C 0.9834 4.5767 0.3111 0.286
H 4.2360 -3.2693 -2.1365 0.090
N -1.4308 3.2753 -4.2175 -0.448
H -1.7208 -4.0961 2.6481 0.299
H -3.3875 3.2547 1.7238 0.281
H -0.6390 4.4681 -1.0819 0.167
H 1.5734 2.8293 4.5387 0.373
N 3.3284 -4.7263 0.5840 -0.452
C 2.8491 1.9225 3.1842 0.385
N -0.6896 -3.4535 -0.2718 -0.477
N 2.1071 4.6318 0.5246 -0.392
H 3.9136 -2.3287 2.0134 0.222
H 2.2825 0.1859 -3.9205 0.316
C -2.6129 3.5569 -4.1631 0.351
C -2.9196 -1.2349 -2.0492 -0.679
C -0.5618 0.5876 -0.0438 -0.052
C 2.1622 -1.8896 3.0619 0.449
H 4.0530 -0.9360 3.1134 0.363
C -3.7854 2.2446 1.6273 -0.706
H 5.6971 -3.5801 -1.1576 0.250
H -0.3738 -5.0439 2.3080 0.286
H 5.0344 -4.9031 -2.1393 0.331
H -4.1045 4.9484 -4.3373 0.272
C 1.5212 2.0176 3.8131 -0.546
H 0.8282 2.1898 2.9895 0.046
C 3.3988 -1.4549 2.4128 -0.624
H 0.6091 -0.4613 -3.2693 0.131
H -3.7929 1.8852 0.5983 0.165
C -4.0820 3.8731 -4.1602 -0.674
C -2.9000 1.3132 2.3618 0.413
N 3.0242 -1.1640 -1.3521 -0.402
H -3.6076 -1.2234 -2.8945 0.381
C -3.6842 -0.9782 -0.7928 0.387
H 1.7565 -1.5138 -4.1335 0.315
H -2.1091 -0.5475 -2.2914 0.072
H -0.5513 -0.9518 1.1600 0.189
C 4.7822 -4.0154 -1.5593 -0.596
N -4.1967 -0.7614 0.2113 -0.437
N 1.2023 -2.2065 3.5888 -0.519
H 3.1218 -0.7770 1.6054 0.121
H -0.9721 5.4656 0.3166 0.334
C 0.2255 -0.4327 0.5985 0.189
H -1.0329 3.7383 0.5071 -0.119
N -2.2208 0.5812 2.9767 -0.492
C -1.0231 -4.0589 0.6687 0.478
H 0.9315 0.1715 1.1683 -0.339
C 1.6575 -0.6149 -3.5252 -0.656
H -4.5876 3.3418 -4.9666 0.284
H 1.3573 1.0777 4.3402 0.284
```

=====

Look up the total charge of the first one.
0